Entry 1:
A molecular structure, C47H42N2O2P2Pd, computed with the ωB97M-V functional and the def2-TZVPD basis.

Results
HOMO level	-6.4	eV
E	-2886.85672	a.u.

XYZ file:
```
96
Properties=species:S:1:pos:R:3:forces:R:3:lowdin_charge:R:1
Pd -0.8372 0.1245 0.7803 0.020 -0.085 -0.593 0.32
C -6.5735 0.0206 -0.1942 0.004 0.036 -0.011 0.01
C -5.2314 0.3419 0.4205 0.058 -0.041 0.059 -0.52
O -4.2924 0.7251 -0.2486 -0.112 0.060 0.016 0.04
N -5.1456 0.1646 1.7719 -0.338 -0.100 -0.227 0.07
C -3.8870 0.2368 2.4710 0.110 0.375 0.442 -0.14
C -3.2311 -1.1090 2.6065 -0.067 0.154 0.184 -0.30
C -3.3217 -1.8531 3.7754 0.045 -0.065 -0.021 -0.03
C -2.7055 -3.0958 3.8280 0.008 0.024 -0.077 -0.06
C -2.0468 -3.5585 2.6997 -0.031 0.088 -0.029 -0.06
C -2.0115 -2.7400 1.5780 0.228 -0.079 0.044 -0.14
N -2.5665 -1.5313 1.5389 0.147 -0.202 -0.381 0.08
H -6.8008 0.7854 -0.9325 -0.025 -0.001 -0.025 0.09
H -7.3838 -0.0425 0.5308 0.014 0.012 0.030 0.07
H -6.4921 -0.9355 -0.7121 0.009 -0.008 -0.018 0.09
H -5.9239 -0.2711 2.2382 0.021 0.029 -0.027 0.13
H -4.0634 0.6528 3.4667 0.001 0.056 -0.056 0.12
H -3.2380 0.9244 1.9198 -0.009 -0.161 0.025 0.11
H -3.8474 -1.4539 4.6327 -0.017 0.009 0.024 0.11
H -2.7328 -3.6862 4.7340 -0.011 -0.021 0.015 0.11
H -1.5404 -4.5132 2.6856 -0.010 -0.015 0.031 0.10
H -1.4618 -3.0362 0.6908 -0.062 -0.011 0.000 0.10
C 5.7438 1.6145 -2.5113 0.041 -0.008 -0.029 -0.04
C 4.4953 0.7350 -2.4371 -0.014 0.118 0.061 -0.42
C 4.5109 -0.2603 -3.6108 -0.046 -0.074 0.019 0.00
C 4.4493 -0.0440 -1.1320 0.183 -0.092 0.072 -0.09
C 5.5825 -0.4530 -0.4316 -0.021 0.039 -0.003 -0.02
C 5.4763 -1.2042 0.7272 -0.070 0.029 -0.037 -0.07
C 4.2257 -1.5436 1.2260 0.024 -0.097 0.077 -0.06
C 3.0704 -1.1549 0.5633 -0.060 0.128 -0.017 -0.27
P 1.3442 -1.4763 1.1253 0.097 -0.229 0.189 1.09
C 0.9713 0.0802 2.0383 -0.003 0.251 -0.032 -0.48
C 1.6829 1.2920 1.8600 0.076 -0.145 0.034 -0.09
C 1.3552 2.4209 2.5720 -0.047 0.071 0.042 -0.10
C 0.2866 2.4062 3.4797 0.073 0.038 -0.028 -0.11
C -0.4235 1.2452 3.6782 -0.012 -0.088 -0.030 -0.10
C -0.0971 0.0685 2.9735 0.063 -0.058 -0.021 -0.21
C 1.6609 -2.6340 2.5232 -0.013 -0.091 -0.074 -0.39
C 1.9439 -2.2590 3.8335 0.080 0.079 0.048 -0.09
C 2.1282 -3.2148 4.8238 -0.005 0.003 -0.046 -0.08
C 2.0433 -4.5648 4.5147 -0.011 0.015 -0.026 -0.09
C 1.7652 -4.9535 3.2111 0.016 -0.038 0.035 -0.09
C 1.5642 -3.9949 2.2300 -0.015 0.044 0.011 -0.12
C 3.2227 -0.4325 -0.6192 -0.213 0.110 -0.136 -0.23
O 2.0578 -0.0881 -1.2674 -0.070 -0.016 0.014 -0.02
C 2.0458 1.0866 -1.9814 0.001 -0.238 0.102 -0.21
C 0.8055 1.7042 -2.1423 -0.038 -0.003 -0.005 -0.25
C 0.7747 2.8797 -2.8837 -0.015 0.106 -0.005 -0.06
C 1.9330 3.4098 -3.4318 0.025 -0.081 0.050 -0.07
C 3.1429 2.7549 -3.2636 -0.014 0.010 0.044 -0.02
C 3.2236 1.5697 -2.5386 -0.022 0.115 -0.106 -0.09
P -0.7210 0.9625 -1.4178 -0.155 0.129 0.629 1.05
C -1.8657 2.3930 -1.4975 0.104 0.004 -0.137 -0.38
C -1.9369 3.2036 -0.3680 0.011 -0.020 0.089 -0.11
C -2.7732 4.3079 -0.3474 -0.011 0.024 0.046 -0.08
C -3.5617 4.6069 -1.4497 0.006 -0.001 -0.041 -0.09
C -3.4973 3.8041 -2.5795 0.012 0.013 0.034 -0.08
C -2.6457 2.7089 -2.6051 -0.011 -0.015 0.017 -0.10
C -1.2989 -0.0888 -2.7923 0.100 -0.081 0.079 -0.35
C -2.5752 -0.6409 -2.6693 -0.049 -0.047 0.029 -0.10
C -3.0565 -1.5009 -3.6407 0.015 0.001 -0.042 -0.08
C -2.2635 -1.8432 -4.7313 -0.012 0.022 0.020 -0.10
C -0.9889 -1.3133 -4.8455 -0.007 0.007 -0.004 -0.09
C -0.5084 -0.4353 -3.8803 -0.026 0.024 -0.079 -0.08
H 6.6476 1.0101 -2.4506 0.001 -0.016 -0.006 0.08
H 5.7645 2.3506 -1.7069 -0.015 -0.003 0.014 0.10
H 5.7924 2.1399 -3.4636 -0.014 0.007 -0.022 0.08
H 5.4013 -0.8896 -3.5614 0.016 -0.009 0.001 0.09
H 4.5098 0.2770 -4.5600 0.004 0.018 -0.028 0.09
H 3.6332 -0.9080 -3.5817 -0.008 -0.004 0.003 0.09
H 6.5652 -0.1849 -0.7925 0.019 0.005 -0.005 0.10
H 6.3701 -1.5128 1.2516 0.016 -0.016 0.018 0.10
H 4.1503 -2.1124 2.1438 -0.001 0.005 0.011 0.10
H 2.5144 1.3222 1.1657 -0.018 0.008 0.006 0.10
H 1.9213 3.3297 2.4141 0.005 0.021 0.021 0.10
H 0.0350 3.2989 4.0373 -0.007 0.018 -0.005 0.10
H -1.2235 1.2129 4.4086 -0.020 0.000 0.004 0.10
H -0.5252 -0.8746 3.3031 0.013 0.055 -0.064 0.09
H 2.0258 -1.2086 4.0847 -0.009 0.004 0.004 0.11
H 2.3446 -2.9012 5.8365 0.010 0.002 0.030 0.10
H 2.1927 -5.3097 5.2851 -0.002 -0.018 0.013 0.10
H 1.6981 -6.0044 2.9609 -0.006 -0.023 -0.004 0.10
H 1.3220 -4.3024 1.2186 0.009 0.001 -0.033 0.10
H -0.1660 3.3977 -3.0224 0.044 -0.027 -0.006 0.10
H 1.8896 4.3299 -3.9976 0.005 0.030 -0.021 0.10
H 4.0326 3.1723 -3.7132 0.017 0.013 -0.011 0.10
H -1.3427 2.9493 0.5073 -0.022 0.001 -0.061 0.08
H -2.8182 4.9279 0.5389 -0.011 0.021 0.006 0.10
H -4.2228 5.4636 -1.4293 -0.018 0.011 0.007 0.10
H -4.1075 4.0296 -3.4448 -0.009 0.012 -0.005 0.10
H -2.5960 2.0943 -3.4937 -0.007 -0.063 -0.037 0.11
H -3.1912 -0.3848 -1.8124 0.062 0.004 -0.042 0.08
H -4.0543 -1.9097 -3.5451 -0.017 -0.025 -0.008 0.10
H -2.6409 -2.5186 -5.4878 -0.005 -0.024 -0.012 0.10
H -0.3640 -1.5746 -5.6897 0.006 -0.012 -0.015 0.10
H 0.4830 -0.0136 -3.9894 0.014 -0.007 0.003 0.10
```
Positions in Å, forces in eV/Å.

=====

Entry 2:
A molecular structure, C47H42N8ORhSb2 in a non-equilibrium geometry, computed with the ωB97M-V functional and the def2-TZVPD basis.

Results
2S+1	5
net charge	+3
HOMO level (spin up / spin down)	-14.5 / -14.5	eV
E	-2919.38520	a.u.
expectation value of S²	6.012

XYZ file:
```
101
Properties=species:S:1:pos:R:3:forces:R:3:lowdin_charge:R:1
Rh 0.7886 -0.2569 -0.6804 0.445 -0.326 0.535 1.14
C -3.6304 3.7500 3.8438 0.082 -0.183 -1.321 0.04
C -3.2778 4.7052 2.7775 2.170 -0.474 0.101 -0.31
C -2.5565 4.0891 1.5473 -0.218 -0.830 -0.327 -0.32
Sb -0.6284 3.1576 1.8636 -0.114 0.043 1.582 1.50
C 0.5066 2.9799 0.1184 -1.719 -0.330 -0.950 -0.41
C 1.4857 3.8719 -0.1349 2.025 0.092 -1.307 -0.07
C 2.3463 3.6537 -1.2586 -0.303 0.192 0.017 0.00
C 2.0984 2.6554 -2.1657 0.270 -0.997 -0.034 -0.04
C 0.9474 1.8276 -2.0222 -0.768 1.581 0.691 -0.15
C 0.1175 2.0441 -0.8934 0.769 0.056 -0.365 -0.22
C 0.7111 4.4043 2.9657 0.204 0.167 -0.461 -0.37
C 0.8321 5.7419 2.5979 -0.725 0.656 0.585 -0.14
C 1.7016 6.5841 3.2931 0.034 0.014 -0.886 -0.05
C 2.5573 6.0587 4.2303 0.916 -0.006 1.720 -0.05
C 2.4769 4.7139 4.6210 0.089 0.508 -0.275 -0.04
C 1.5675 3.9083 3.9336 0.059 -1.949 1.409 -0.14
Sb -1.0206 0.3958 2.7372 0.916 0.192 -0.402 1.31
C -0.1789 0.7484 4.6783 1.136 -0.673 -0.965 -0.48
C -0.4961 1.8846 5.3677 -1.020 1.181 0.902 -0.18
C 0.2680 2.2811 6.4979 -0.834 -0.545 -0.764 -0.06
C 1.3434 1.5017 6.8458 0.195 -0.208 -0.632 -0.05
C 1.6833 0.3426 6.1294 -0.642 0.353 0.399 -0.04
C 0.9380 -0.0426 5.0415 -0.687 0.550 0.124 -0.13
C 1.0038 -0.2446 1.8365 0.075 0.234 -0.116 -0.47
C 2.1081 0.6709 1.8004 -0.328 -0.582 0.712 -0.15
C 3.4212 0.2223 1.9524 -0.507 0.682 -0.472 -0.04
C 3.6995 -1.1233 1.9882 1.074 -0.276 -0.053 -0.03
C 2.6717 -2.0286 1.8026 0.361 -0.630 0.544 -0.09
C 1.3541 -1.6385 1.8126 0.221 1.763 -0.347 -0.17
H -4.2310 2.9023 3.6202 -0.462 -0.587 -0.156 0.06
H -3.4306 3.9554 4.8434 0.250 0.406 1.530 0.04
H -2.5518 5.4372 3.1673 -0.498 0.054 0.029 0.11
H -4.1182 5.2480 2.4022 -0.781 0.416 -0.340 0.12
H -2.3689 4.8492 0.8147 0.110 0.497 -0.491 0.05
H -3.0709 3.2594 1.0164 -0.149 0.540 0.474 0.06
H 1.7230 4.7413 0.4547 -0.128 -0.087 0.502 0.10
H 3.1961 4.3117 -1.4416 -0.251 -0.076 0.201 0.13
H 2.8081 2.4641 -2.9809 -0.458 0.262 0.245 0.13
H 0.5474 1.2953 -2.8774 0.094 -0.179 0.037 0.10
H -0.8823 1.6149 -0.8715 0.095 0.145 0.118 0.07
H 0.1445 6.2129 1.9082 -0.040 -0.083 -0.276 0.11
H 1.7339 7.6472 3.0623 -0.041 -0.246 -0.018 0.13
H 3.2668 6.7098 4.7881 -0.654 -0.424 -0.621 0.14
H 3.0964 4.3678 5.4813 -0.619 0.027 -1.018 0.13
H 1.4441 2.8502 4.2790 0.326 1.060 -0.504 0.08
H -1.3848 2.4787 5.0382 0.855 -0.330 0.448 0.09
H 0.0091 3.1506 7.0910 -0.031 0.006 -0.215 0.13
H 1.9810 1.8197 7.6327 0.333 0.071 0.771 0.11
H 2.4627 -0.2804 6.5060 0.596 -0.253 0.000 0.11
H 1.1823 -0.9450 4.5093 0.101 -0.199 -0.137 0.09
H 1.9946 1.7523 1.8553 -0.340 -0.234 -0.155 0.07
H 4.1824 0.9836 2.0158 0.297 -0.096 0.123 0.13
H 4.7291 -1.4781 2.1630 -0.621 0.204 -0.228 0.14
H 2.8906 -3.0854 1.8045 0.054 -0.164 -0.044 0.13
H 0.6649 -2.4326 1.8518 -1.217 -0.611 0.010 0.09
C -4.2795 -2.6436 0.1651 -0.680 0.518 -1.928 -0.03
N -3.1780 -1.7812 -0.3397 0.615 0.338 -0.147 -0.07
C -1.8667 -1.8934 -0.0920 -0.852 0.264 -0.187 -0.14
N -1.2303 -0.9783 -0.8289 0.781 0.052 -0.009 -0.06
C -2.2120 -0.3592 -1.5548 0.006 -0.360 -0.207 -0.20
N -3.3853 -0.8370 -1.2981 -0.789 -0.431 0.713 0.17
C -4.6631 -3.5633 -0.9726 -0.426 -0.177 -0.510 -0.19
C -5.7563 -3.3496 -1.8396 0.912 -0.552 0.584 0.01
C -5.8304 -4.0924 -3.0306 1.110 0.005 0.303 -0.02
C -4.7542 -4.8843 -3.4414 1.229 0.522 0.881 0.03
C -3.6453 -5.0190 -2.5716 -1.100 -0.460 -0.907 -0.13
C -3.6758 -4.4781 -1.3201 0.075 0.786 1.138 0.00
C -2.2885 -5.3666 -2.9559 0.228 -0.646 0.089 -0.31
N -1.3304 -5.6714 -2.1509 -0.027 0.267 0.575 0.10
N -0.1699 -5.2804 -2.7585 0.454 0.185 -0.816 0.12
C -0.4865 -4.8180 -3.9357 -0.649 -1.467 2.224 -0.28
O -1.8374 -4.9118 -4.1226 0.554 0.852 -1.197 0.16
C 0.3879 -4.3080 -4.9289 0.628 1.445 -2.681 -0.14
C 0.0704 -4.4675 -6.2849 -0.092 -0.943 -0.362 0.02
C 0.9126 -3.9683 -7.2869 -1.577 -0.086 0.300 -0.04
C 1.9465 -3.1257 -6.9814 0.630 0.463 -0.498 -0.03
C 2.2390 -2.8671 -5.6604 -0.243 -0.078 1.498 -0.20
C 3.3911 -1.9597 -5.2546 0.696 0.435 -1.688 -0.05
N 3.2830 -1.4896 -3.8728 0.670 -1.755 -0.221 -0.10
C 2.3373 -0.7629 -3.3559 -1.265 1.623 -0.336 -0.15
N 2.3069 -0.9350 -2.0237 0.427 -0.336 -0.337 -0.04
C 3.3175 -1.8889 -1.8138 -1.931 1.140 -0.052 -0.15
N 3.8735 -2.2624 -2.9044 0.628 0.178 -0.713 0.17
C 1.4940 -3.4864 -4.6537 -0.158 -0.672 0.199 0.02
H -5.1025 -2.0427 0.5191 -0.070 0.426 0.020 0.14
H -3.8565 -3.1639 0.9577 0.642 -1.066 1.565 0.11
H -1.4094 -2.6307 0.5662 -0.239 0.319 -0.185 0.14
H -2.0744 0.3731 -2.3453 0.170 -0.071 0.326 0.13
H -6.4788 -2.5888 -1.5645 -0.141 -0.160 -0.270 0.12
H -6.6144 -3.9437 -3.7261 -0.830 0.159 -0.354 0.11
H -4.5967 -5.2595 -4.4444 -0.657 -0.085 -0.043 0.13
H -2.7882 -4.6301 -0.6848 -0.559 0.151 -0.264 0.12
H -0.7967 -5.0873 -6.5939 0.631 0.551 0.342 0.14
H 0.6024 -4.1280 -8.3072 0.254 -0.115 -0.178 0.12
H 2.5182 -2.6582 -7.7817 -0.046 -0.092 0.151 0.13
H 3.4938 -1.0866 -5.9770 -0.156 -0.949 1.061 0.16
H 4.3203 -2.5506 -5.3194 -0.211 0.496 0.204 0.15
H 1.7103 -0.1028 -4.0340 0.778 -0.997 1.298 0.18
H 3.4436 -2.2816 -0.8383 0.572 -0.386 0.496 0.10
H 1.8006 -3.4580 -3.6191 0.012 0.337 0.193 0.10
```
Positions in Å, forces in eV/Å.

=====

no.,M (g mol⁻¹)
1,835.2
2,1081.3